Entry from the Open Molecules 2025 dataset: a molecular structure, C31H20F3N4OPPdS (ωB97M-V with the def2-TZVPD basis set).

Calculated values
- 2S+1: 2
- DFT total energy: -72224.3259 eV
- Energy relative to the best compared isomer or geometry (same formula, charge and spin): 126.5 kJ/mol
- ⟨S²⟩: 0.7577
- Charge: +1
- Strongest force on any atom: 0.51 eV Å⁻¹
- Highest occupied orbital energy (alpha / beta): -11.1 / -11.3 eV
- Orbital gap (alpha / beta): 6.95 / 5.64 eV

Last column: Mulliken spin population.
CARTESIAN COORDINATES (ANGSTROEM)
1 Pd 0.062 -0.098 0.145  0.49
2 O 2.576 0.355 -1.204  0.02
3 N 2.055 0.257 0.073  -0.02
4 C 2.950 0.381 0.968  0.01
5 C 2.839 0.324 2.428  0.02
6 C 4.075 0.431 3.072  0.00
7 C 4.185 0.356 4.450  0.00
8 C 3.049 0.165 5.217  0.01
9 C 1.813 0.057 4.597  0.00
10 C 1.687 0.142 3.214  0.02
11 P -0.007 0.016 2.587  0.28
12 C -0.780 -1.394 3.379  0.03
13 C -0.424 -2.676 2.958  0.02
14 C -0.965 -3.780 3.594  -0.01
15 C -1.866 -3.611 4.637  0.02
16 C -2.222 -2.337 5.056  -0.01
17 C -1.681 -1.224 4.432  0.02
18 C -0.853 1.521 3.066  0.02
19 C -2.233 1.607 2.860  0.02
20 C -2.895 2.805 3.070  -0.02
21 C -2.179 3.924 3.480  0.04
22 C -0.807 3.844 3.688  -0.01
23 C -0.139 2.648 3.478  0.03
24 H 1.987 -0.173 -1.764  0.00
25 H 3.956 0.517 0.580  0.00
26 H 4.968 0.567 2.476  0.00
27 H 5.156 0.438 4.918  0.00
28 H 3.118 0.099 6.295  0.00
29 H 0.928 -0.098 5.202  0.00
30 H 0.258 -2.810 2.128  0.01
31 H -0.690 -4.774 3.267  0.00
32 H -2.295 -4.476 5.124  0.00
33 H -2.924 -2.206 5.868  0.00
34 H -1.960 -0.234 4.768  0.00
35 H -2.801 0.743 2.538  0.01
36 H -3.963 2.848 2.901  0.00
37 H -2.695 4.861 3.646  0.00
38 H -0.256 4.714 4.019  0.00
39 H 0.931 2.596 3.637  0.00
40 N -5.482 1.159 1.523  0.00
41 C -4.906 0.458 0.807  0.00
42 N -4.265 -0.349 -0.030  0.01
43 C -3.006 -0.424 0.023  0.02
44 N -1.845 -0.578 0.018  0.02
45 S -0.759 3.367 -0.009  0.01
46 C -0.418 1.912 0.076  -0.03
47 F 1.115 -9.387 -1.394  0.00
48 C 2.166 -8.560 -1.463  0.00
49 F 3.082 -8.994 -0.580  0.00
50 F 2.708 -8.695 -2.686  0.00
51 C 1.786 -7.128 -1.192  0.01
52 C 0.462 -6.763 -1.015  -0.01
53 C 0.143 -5.437 -0.775  0.01
54 C 1.151 -4.475 -0.708  -0.02
55 C 2.484 -4.855 -0.891  0.01
56 C 2.798 -6.177 -1.133  -0.01
57 C 0.815 -3.108 -0.441  0.03
58 C 0.531 -1.955 -0.207  -0.07
59 H -0.318 -7.510 -1.068  0.00
60 H -0.888 -5.137 -0.642  0.00
61 H 3.263 -4.107 -0.843  0.00
62 H 3.828 -6.476 -1.276  0.00